Record 1
Molecular formula: C31H50BCl3GeN7ORuS4Si
Method: DFT, wB97M-V/def2-TZVPD

Element x y z (Å)
Ru1 0.400 -0.133 -0.337
C1 0.423 -1.840 4.641
C2 -0.065 -0.530 4.117
C3 -0.893 0.290 4.843
C4 -1.417 1.452 4.250
N1 -1.062 1.827 3.045
N2 -0.215 1.071 2.354
B1 0.395 1.561 1.025
N3 1.888 1.924 1.308
N4 2.152 2.400 2.523
C5 3.374 2.712 2.849
C6 4.439 2.495 1.944
C7 4.175 2.033 0.687
C8 5.245 1.745 -0.316
C9 2.814 1.788 0.347
S1 2.321 1.348 -1.223
C10 3.610 3.312 4.227
C11 2.303 3.396 5.017
C12 4.615 2.451 5.004
C13 4.183 4.726 4.039
N5 -0.303 2.821 0.436
N6 -0.145 3.956 1.119
C14 -0.609 5.078 0.634
C15 -1.299 5.114 -0.593
C16 -1.455 3.963 -1.315
C17 -2.144 3.933 -2.638
C18 -0.912 2.774 -0.771
S2 -1.012 1.301 -1.630
C19 -0.381 6.322 1.488
C20 -0.683 7.608 0.716
C21 -1.326 6.228 2.694
C22 1.075 6.351 1.970
C23 0.251 -0.117 2.816
S3 1.150 -1.092 1.724
C24 -2.382 2.369 4.998
C25 -1.530 3.454 5.679
C26 -3.385 2.985 4.016
C27 -3.161 1.606 6.074
H1 0.146 -1.963 5.687
H2 1.507 -1.912 4.541
H3 -0.010 -2.652 4.055
H4 -1.164 0.009 5.851
H5 5.463 2.665 2.251
H6 6.233 1.914 0.110
H7 5.116 2.374 -1.199
H8 5.161 0.710 -0.651
H9 1.887 2.402 5.186
H10 1.559 3.977 4.473
H11 2.487 3.871 5.982
H12 4.246 1.429 5.109
H13 4.759 2.872 6.001
H14 5.586 2.420 4.508
H15 3.498 5.347 3.458
H16 5.145 4.700 3.524
H17 4.333 5.196 5.013
H18 -1.688 6.040 -0.991
H19 -2.464 4.930 -2.937
H20 -3.012 3.272 -2.591
H21 -1.476 3.523 -3.398
H22 -1.745 7.687 0.473
H23 -0.102 7.667 -0.206
H24 -0.422 8.465 1.337
H25 -2.367 6.197 2.365
H26 -1.196 7.093 3.347
H27 -1.113 5.321 3.254
H28 1.750 6.553 1.135
H29 1.342 5.391 2.406
H30 1.207 7.134 2.719
H31 -0.841 3.909 4.969
H32 -0.936 3.018 6.485
H33 -2.170 4.231 6.103
H34 -2.872 3.435 3.170
H35 -3.987 3.747 4.516
H36 -4.056 2.210 3.637
H37 -2.515 1.286 6.893
H38 -3.660 0.728 5.656
H39 -3.922 2.263 6.496
Cl1 -1.420 -3.593 1.270
Si1 -2.040 -2.422 -0.284
Cl2 -3.301 -3.529 -1.430
Cl3 2.089 -2.010 -1.356
C28 -3.785 -1.724 3.405
Ge1 -4.456 -1.207 1.627
C29 -5.378 0.542 1.680
C30 -5.675 -2.584 0.928
C31 -2.896 -0.924 0.438
H40 -4.586 -1.751 4.146
H41 -3.025 -1.015 3.738
H42 -3.331 -2.713 3.350
H43 -6.139 0.587 2.461
H44 -5.865 0.726 0.721
H45 -4.656 1.341 1.856
H46 -6.612 -2.583 1.488
H47 -5.219 -3.569 1.016
H48 -5.897 -2.404 -0.123
H49 -2.161 -0.357 1.019
H50 -3.206 -0.286 -0.389
O1 0.027 -4.103 -2.082
S4 0.140 -2.676 -2.288
N7 -0.740 -1.858 -1.253

Results
Spin multiplicity: 2
E_HOMO (spin up / spin down): -7.374 / -7.219 eV
Total charge: 0
E_tot: -7129.5412 Eh
Energy relative to the best compared isomer or geometry (same formula, charge and spin): 38.1 kJ/mol

***

Record 2
Molecular formula: C7H8INO2S
Method: DFT, wB97M-V/def2-TZVPD

Element x y z (Å)
C1 -1.667 1.317 0.580
C2 -0.758 1.106 -0.420
C3 -1.605 0.511 1.756
C4 0.195 -0.100 -0.203
C5 -0.847 -0.605 1.927
C6 -0.239 -1.173 0.713
C7 -0.142 -2.497 0.589
N1 3.073 -0.343 -1.646
O1 1.473 0.369 0.167
O2 1.717 1.663 -2.100
S1 2.494 1.123 -1.031
I1 0.815 -3.366 -1.043
H1 -2.390 2.178 0.427
H2 -0.403 1.719 -1.204
H3 -2.365 0.921 2.354
H4 0.390 -0.505 -1.170
H5 -0.856 -1.073 2.967
H6 -0.550 -3.188 1.400
H7 3.672 -0.358 -2.442
H8 3.573 -0.766 -0.876

Results
Spin multiplicity: 1
E_HOMO: -8.193 eV
Total charge: 0
E_tot: -1172.5334 Eh
Energy relative to the best compared isomer or geometry (same formula, charge and spin): 0.0 kJ/mol

***

Record 3
Molecular formula: C31H28GeN7O2PdS
Method: DFT, wB97M-V/def2-TZVPD

Element x y z (Å)
Pd1 0.578 0.066 -1.565
N1 0.501 3.511 -4.325
C1 -0.256 2.577 -3.727
N2 0.492 1.894 -2.892
C2 1.736 2.443 -3.025
N3 1.751 3.436 -3.887
C3 2.882 1.902 -2.327
C4 4.154 2.490 -2.340
N4 5.161 1.952 -1.686
C5 4.947 0.821 -1.033
C6 3.702 0.201 -1.035
N5 2.680 0.752 -1.673
H1 0.258 4.197 -5.028
H2 -1.297 2.402 -3.915
H3 4.336 3.395 -2.903
H4 5.790 0.391 -0.512
H5 3.515 -0.742 -0.533
S1 1.068 -0.016 -5.136
C7 0.924 -1.447 -4.341
N6 0.334 -2.509 -5.001
C8 0.197 -3.722 -4.448
C9 0.740 -3.950 -3.214
C10 1.366 -2.859 -2.573
N7 1.410 -1.649 -3.081
H6 -0.034 -2.308 -5.924
H7 -0.341 -4.469 -5.017
H8 0.680 -4.909 -2.731
H9 1.821 -3.000 -1.598
O1 -1.225 -1.243 -1.796
C11 -0.804 -1.933 -0.847
O2 0.307 -1.710 -0.283
C12 -1.665 -2.974 -0.202
C13 -2.398 -2.155 0.855
Ge1 -1.311 -0.613 1.606
C14 -2.715 0.277 2.700
C15 -3.118 1.598 2.573
C16 -4.181 2.087 3.311
C17 -4.849 1.263 4.200
C18 -4.437 -0.049 4.360
C19 -3.378 -0.533 3.617
C20 -0.613 0.859 0.397
C21 -1.512 1.712 -0.267
C22 -1.143 3.003 -0.609
C23 0.133 3.472 -0.316
C24 1.062 2.629 0.269
C25 0.706 1.324 0.603
C26 0.121 -1.049 2.914
C27 0.534 -2.332 3.236
C28 1.418 -2.542 4.283
C29 1.902 -1.469 5.015
C30 1.516 -0.182 4.682
C31 0.625 0.024 3.645
H10 -1.020 -3.716 0.262
H11 -2.344 -3.444 -0.910
H12 -2.706 -2.783 1.690
H13 -3.303 -1.724 0.426
H14 -2.601 2.260 1.890
H15 -4.494 3.112 3.182
H16 -5.685 1.643 4.767
H17 -4.947 -0.696 5.057
H18 -3.053 -1.556 3.758
H19 -2.528 1.378 -0.435
H20 -1.868 3.674 -1.045
H21 0.401 4.497 -0.523
H22 2.045 3.010 0.507
H23 1.397 0.701 1.171
H24 0.157 -3.179 2.678
H25 1.724 -3.544 4.544
H26 2.566 -1.635 5.850
H27 1.894 0.661 5.241
H28 0.294 1.029 3.411

Results
Spin multiplicity: 1
E_HOMO: -10.836 eV
Total charge: +1
E_tot: -4334.6286 Eh